# 1
57
Properties=species:S:1:pos:R:3 method="wB97M-V/def2-TZVPD" e_lumo_ha=0.011 de_lowest_kcal_mol=26.18 smiles="CC(=O)N1CCC(C(=O)Nc2ccc(S(=O)(=O)N3CCC(C)CC3)cc2)CC1" orbital_gap_ev=9.22 fmax_ev_per_a=1.1
C 7.2194 1.0034 -1.9072
C 6.8513 -0.2625 -1.1606
O 6.9990 -1.3635 -1.6558
N 6.3789 -0.1085 0.1016
C 5.9635 1.1330 0.7046
C 4.4420 1.3152 0.5428
C 3.7557 -0.0648 0.4882
C 2.3126 0.0994 0.9478
O 1.9882 0.0495 2.1107
N 1.4516 0.3456 -0.0861
C 0.0804 0.6020 -0.0433
C -0.5817 0.7848 -1.2599
C -1.9394 1.0368 -1.2828
C -2.6394 1.1073 -0.0929
S -4.4135 1.3858 -0.1320
O -4.7225 2.0416 -1.3690
O -4.7908 2.0036 1.1045
N -5.1533 -0.0959 -0.1766
C -5.0925 -0.8509 -1.4028
C -3.9475 -1.8661 -1.4064
C -4.0356 -2.7737 -0.1768
C -2.8805 -3.7703 -0.1494
C -4.0380 -1.9052 1.0838
C -5.1780 -0.8860 1.0290
C -1.9930 0.9485 1.1176
C -0.6340 0.6926 1.1509
C 4.5091 -1.0367 1.3979
C 5.9132 -1.2764 0.8301
H 7.9913 1.5529 -1.3732
H 6.3519 1.6448 -2.0443
H 7.6038 0.7159 -2.8820
H 6.4995 1.9762 0.2738
H 6.2187 1.0812 1.7672
H 4.0556 1.8831 1.3905
H 4.2168 1.8739 -0.3676
H 3.7862 -0.4517 -0.5357
H 1.8442 0.3456 -1.0178
H -0.0270 0.7305 -2.1861
H -2.4672 1.1963 -2.2095
H -4.9900 -0.1260 -2.2105
H -6.0477 -1.3755 -1.5241
H -2.9891 -1.3424 -1.3969
H -4.0003 -2.4626 -2.3189
H -4.9801 -3.3283 -0.2207
H -1.9285 -3.2454 -0.0991
H -2.9585 -4.4216 0.7178
H -2.8862 -4.3875 -1.0447
H -3.0803 -1.3864 1.1624
H -4.1590 -2.5300 1.9702
H -5.1303 -0.1847 1.8621
H -6.1406 -1.4097 1.0684
H -2.5622 1.0436 2.0287
H -0.1217 0.5638 2.0893
H 4.5503 -0.6136 2.4018
H 3.9712 -1.9824 1.4635
H 5.9152 -2.1086 0.1224
H 6.6176 -1.5087 1.6366


# 2
57
Properties=species:S:1:pos:R:3 method="wB97M-V/def2-TZVPD" e_lumo_ha=0.022 de_lowest_kcal_mol=5.39 smiles="CCOC(=O)N1CCN(Cc2nc3cc(NC(=O)CC)ccc3n2CC)CC1" orbital_gap_ev=8.63 fmax_ev_per_a=0.9
C 2.3989 4.4031 -1.6866
C 3.1325 4.3365 -0.3542
O 2.9852 3.0615 0.2641
C 3.8370 2.0985 -0.1604
O 4.6926 2.2661 -1.0007
N 3.6293 0.9344 0.4882
C 2.5372 0.7332 1.4214
C 2.7906 -0.5339 2.2356
N 2.9757 -1.7314 1.4228
C 1.8661 -2.6694 1.4505
C 0.6041 -2.1373 0.8452
N -0.1298 -1.2367 1.4369
C -1.1539 -0.9501 0.5747
C -2.2117 -0.0605 0.7134
C -3.1161 0.0190 -0.3323
N -4.2241 0.8773 -0.3048
C -4.6256 1.7383 0.6724
O -4.0436 1.9214 1.7166
C -5.9260 2.4473 0.3182
C -7.1138 1.4984 0.4771
C -2.9624 -0.7699 -1.4858
C -1.9145 -1.6524 -1.6340
C -1.0064 -1.7359 -0.5912
N 0.1382 -2.4756 -0.4014
C 0.6240 -3.4863 -1.3038
C -0.0445 -4.8349 -1.0424
C 3.4420 -1.4399 0.0766
C 4.3804 -0.2429 0.1078
H 2.4738 5.4069 -2.0954
H 1.3502 4.1495 -1.5505
H 2.8468 3.7021 -2.3865
H 2.7118 5.0462 0.3616
H 4.1981 4.5410 -0.5019
H 1.5829 0.6496 0.8874
H 2.4714 1.5957 2.0874
H 3.6970 -0.3950 2.8367
H 1.9450 -0.6825 2.9065
H 1.6694 -2.9125 2.4973
H 2.1883 -3.5806 0.9406
H -2.3211 0.5399 1.5987
H -4.8047 0.8302 -1.1305
H -6.0396 3.2908 0.9994
H -5.8790 2.8278 -0.7046
H -7.1596 1.1268 1.4979
H -8.0431 2.0192 0.2576
H -7.0315 0.6452 -0.1938
H -3.6907 -0.6803 -2.2802
H -1.8175 -2.2482 -2.5294
H 1.7078 -3.5748 -1.1956
H 0.4112 -3.1559 -2.3248
H 0.3234 -5.5761 -1.7468
H 0.1692 -5.1747 -0.0314
H -1.1227 -4.7484 -1.1548
H 3.9760 -2.3205 -0.2978
H 2.6155 -1.2143 -0.6190
H 4.8203 -0.0567 -0.8744
H 5.1897 -0.4282 0.8231


# 3
52
Properties=species:S:1:pos:R:3 method="wB97M-V/def2-TZVPD" e_lumo_ha=0.031 de_lowest_kcal_mol=4.29 smiles="CCOC(=O)[C@]1(Cc2ccccc2)CCCN(C2CCCC2)C1" orbital_gap_ev=8.77 fmax_ev_per_a=0.5
C 2.2405 2.5998 0.7769
C 0.9190 2.5157 1.5271
O 0.2139 1.3258 1.1833
C 0.5499 0.2110 1.8209
O 1.3681 0.1594 2.7052
C -0.2697 -0.9882 1.3426
C -1.5542 -1.0351 2.2080
C -2.3054 0.2644 2.2340
C -1.9939 1.2357 3.1782
C -2.6557 2.4497 3.1884
C -3.6468 2.7081 2.2567
C -3.9767 1.7421 1.3226
C -3.3111 0.5288 1.3133
C 0.5405 -2.2798 1.5592
C 1.2623 -2.6983 0.2775
C 1.7229 -1.4619 -0.4932
N 0.6177 -0.6024 -0.8946
C 0.4108 -0.4078 -2.3114
C 0.2639 -1.6930 -3.1773
C 1.4041 -1.6500 -4.1959
C 1.6770 -0.1589 -4.3738
C 1.5653 0.3867 -2.9538
C -0.5999 -0.8257 -0.1428
H 2.7114 3.5609 0.9634
H 2.9061 1.8089 1.1129
H 2.0669 2.4819 -0.2897
H 0.2498 3.3317 1.2459
H 1.0914 2.5316 2.6085
H -2.1954 -1.8271 1.8136
H -1.2572 -1.3031 3.2248
H -1.2228 1.0369 3.9096
H -2.3994 3.1960 3.9265
H -4.1640 3.6564 2.2631
H -4.7559 1.9332 0.5988
H -3.5814 -0.2246 0.5868
H -0.1186 -3.0852 1.8882
H 1.2664 -2.0940 2.3531
H 0.5962 -3.2932 -0.3515
H 2.1260 -3.3192 0.5199
H 2.2923 -1.7690 -1.3726
H 2.3968 -0.8840 0.1556
H -0.5077 0.1816 -2.3957
H -0.6977 -1.6835 -3.6915
H 0.3028 -2.5918 -2.5638
H 2.2934 -2.1398 -3.7943
H 1.1415 -2.1417 -5.1322
H 0.9065 0.2848 -5.0067
H 2.6493 0.0398 -4.8231
H 2.4883 0.1998 -2.4057
H 1.3727 1.4578 -2.9313
H -1.1588 -1.7186 -0.4785
H -1.2416 0.0475 -0.2847


# 4
55
Properties=species:S:1:pos:R:3 method="wB97M-V/def2-TZVPD" e_lumo_ha=0.021 de_lowest_kcal_mol=0.00 smiles="CCOC(=O)[C@]1(Cc2cccc(OC)c2)CCCN(C(=O)CCSC)C1" orbital_gap_ev=8.66 fmax_ev_per_a=0.6
C 3.3813 3.4213 -2.7731
C 3.5845 2.0754 -2.0929
O 2.3572 1.3515 -1.9845
C 1.5617 1.6665 -0.9613
O 1.8019 2.5359 -0.1660
C 0.3076 0.7981 -0.9464
C 0.7279 -0.6596 -0.6409
C 1.7684 -0.7341 0.4454
C 3.1190 -0.7489 0.1275
C 4.0700 -0.7683 1.1345
C 3.6873 -0.7811 2.4589
C 2.3322 -0.7917 2.7914
O 2.0421 -0.8200 4.1198
C 0.6873 -0.8668 4.5083
C 1.3807 -0.7763 1.7785
C -0.3837 0.9064 -2.3147
C -1.7428 0.2179 -2.2857
C -2.6014 0.7812 -1.1526
N -1.9161 0.6601 0.1129
C -2.3462 0.0668 1.2446
O -1.6844 0.0862 2.2709
C -3.6643 -0.6975 1.2513
C -3.3693 -2.1921 1.1555
S -2.7815 -2.7108 -0.4896
C -4.3746 -2.9126 -1.3379
C -0.6422 1.3524 0.1246
H 2.7404 4.0510 -2.1615
H 4.3410 3.9140 -2.8993
H 2.9202 3.2851 -3.7486
H 3.9989 2.2148 -1.0893
H 4.2416 1.4325 -2.6824
H -0.1567 -1.2254 -0.3439
H 1.1312 -1.0986 -1.5550
H 3.4289 -0.7494 -0.9071
H 5.1205 -0.7743 0.8819
H 4.4153 -0.7905 3.2546
H 0.1149 -0.0260 4.1090
H 0.2155 -1.8009 4.1868
H 0.6928 -0.8218 5.5964
H 0.3311 -0.7917 2.0202
H 0.2489 0.4660 -3.0856
H -0.5197 1.9648 -2.5562
H -2.2592 0.3744 -3.2343
H -1.6152 -0.8545 -2.1395
H -3.5555 0.2608 -1.1332
H -2.7951 1.8468 -1.3389
H -4.1215 -0.5087 2.2258
H -4.3650 -0.3848 0.4803
H -4.2530 -2.7880 1.3840
H -2.5717 -2.4534 1.8506
H -4.9454 -3.6989 -0.8514
H -4.9278 -1.9779 -1.3274
H -4.1512 -3.1962 -2.3607
H -0.1970 1.2519 1.1140
H -0.8095 2.4189 -0.0675